No. 1
# C2H3FOY

C2H3FOY as an isolated structure in a non-equilibrium geometry (ωB97M-V/def2-TZVPD, OMol25).

Geometry as ORCA input:
```
! wB97M-V def2-TZVPD RIJCOSX def2/J DEFGRID3
* xyz 3 1
H -0.415 0.679 -1.478
C 1.753 -0.458 -0.518
C 1.190 0.739 -0.353
O -0.188 0.846 -0.518
H 2.825 -0.613 -0.401
F 1.039 -1.581 -0.515
H 1.749 1.661 -0.209
Y -1.772 0.572 1.032
*
```

HOMO (spin up / spin down) = -23.27 / -23.27 eV
Kohn-Sham gap (spin up / spin down) = 5.565 / 5.566 eV

No. 2
# C20H16MoN5O3S2

C20H16MoN5O3S2 as an isolated structure in a non-equilibrium geometry (ωB97M-V/def2-TZVPD, OMol25).

Geometry as ORCA input:
```
! wB97M-V def2-TZVPD RIJCOSX def2/J DEFGRID3
* xyz 3 3
Mo -0.056 1.075 -0.769
N -0.140 2.576 2.994
C -0.106 1.245 3.459
C -0.185 0.732 4.745
C -0.133 -0.645 4.845
C -0.005 -1.467 3.713
C 0.080 -0.944 2.436
C 0.025 0.439 2.335
N 0.078 1.309 1.215
C -0.039 2.577 1.687
C -0.065 3.650 0.704
C -0.168 4.994 0.765
S -0.197 5.655 -0.813
C -0.069 4.128 -1.493
N 0.000 3.155 -0.597
H -0.227 3.397 3.580
H -0.284 1.363 5.618
H -0.195 -1.103 5.822
H 0.027 -2.540 3.848
H 0.174 -1.590 1.573
H -0.236 5.633 1.635
H -0.049 3.969 -2.563
C 4.838 -1.110 -1.566
C 4.508 0.397 -1.497
C 3.091 0.637 -1.286
N 1.965 0.814 -1.106
H 5.920 -1.198 -1.642
H 4.390 -1.568 -2.445
H 4.511 -1.627 -0.666
H 4.785 0.921 -2.416
H 5.031 0.893 -0.673
O -5.203 -1.534 -3.250
S -4.605 -1.627 -1.973
O -5.272 -2.003 -0.782
N -3.898 -0.058 -1.637
C -2.675 -0.243 -1.599
O -1.763 0.817 -1.286
C -2.051 -1.532 -1.825
C -0.718 -1.851 -1.801
C -0.330 -3.167 -2.018
C -1.325 -4.115 -2.267
C -2.683 -3.789 -2.297
C -3.029 -2.469 -2.069
H 0.028 -1.047 -1.673
H 0.709 -3.464 -2.020
H -1.028 -5.139 -2.449
H -3.428 -4.549 -2.495
*
```

HOMO (spin up / spin down) = -17.87 / -17.87 eV
Kohn-Sham gap (spin up / spin down) = 5.563 / 5.743 eV

No. 3
# C3H3NO

One molecule with the formula C3H3NO (ωB97M-V/def2-TZVPD, OMol25).

Geometry as ORCA input:
```
! wB97M-V def2-TZVPD RIJCOSX def2/J DEFGRID3
* xyz 0 1
C -0.767 -0.769 0.965
C -0.093 -0.586 -0.133
C 0.623 0.020 -1.047
N 0.883 1.452 -0.850
O 0.360 1.938 0.119
H -1.844 -0.634 1.000
H -0.242 -1.025 1.881
H 1.080 -0.396 -1.936
*
```

HOMO = -9.18 eV
SMILES string = C=C=CN=O
Kohn-Sham gap = 8.713 eV

No. 4
# C9H20Cl14N2O4

C9H20Cl14N2O4 as an isolated structure in a non-equilibrium geometry (ωB97M-V/def2-TZVPD, OMol25).

Geometry as ORCA input:
```
! wB97M-V def2-TZVPD RIJCOSX def2/J DEFGRID3
* xyz 0 1
C -0.983 -2.465 -0.254
N -1.548 -3.532 0.638
O -2.069 -3.095 1.608
O -1.353 -4.713 0.358
H -0.338 -2.899 -1.018
H -0.559 -1.741 0.443
H -1.885 -2.028 -0.683
C -0.169 1.169 0.302
N 0.255 -0.165 -0.172
O 1.138 -0.720 0.461
O -0.339 -0.588 -1.199
H 0.730 1.618 0.723
H -1.044 1.019 0.936
H -0.583 1.771 -0.508
C -0.606 -0.697 4.080
Cl -0.117 -0.051 2.420
Cl -2.322 -0.669 4.353
H -0.356 -1.757 4.121
H -0.170 -0.166 4.926
C 2.974 3.540 0.999
Cl 1.448 2.898 1.606
Cl 3.026 3.615 -0.802
H 3.167 4.481 1.514
H 3.674 2.749 1.267
C 1.750 -1.582 -2.197
Cl 2.632 -0.057 -1.822
Cl 1.628 -2.867 -1.041
H 0.732 -1.333 -2.496
H 2.269 -1.932 -3.089
C 0.722 2.487 -2.253
Cl -0.865 3.063 -1.983
Cl 0.695 1.884 -3.928
H 1.478 3.272 -2.223
H 1.083 1.735 -1.551
C 1.806 -2.278 2.552
Cl 0.208 -3.107 2.558
Cl 3.014 -3.037 1.508
H 1.644 -1.234 2.285
H 2.227 -2.355 3.555
C -3.819 2.957 0.620
Cl -3.678 4.698 0.125
Cl -2.373 2.147 1.130
H -4.495 2.790 1.458
H -4.217 2.330 -0.178
C -0.968 -0.944 -3.823
Cl -1.275 -2.739 -3.932
Cl 0.551 -0.455 -4.509
H -1.805 -0.313 -4.124
H -0.913 -0.704 -2.761
*
```

HOMO = -9.14 eV
Kohn-Sham gap = 8.250 eV

Computed DFT total energy (Eh) in order:
-290.0046 -2134.7630 -245.9525 -7207.4769